{
  "formula": "C19H27NO3Si",
  "method": "the ωB97M-V functional and the def2-TZVPD basis",
  "symbols": ["C", "Si", "C", "C", "O", "C", "C", "C", "C", "C", "O", "C", "C", "C", "C", "C", "C", "C", "C", "N", "C", "C", "C", "O", "H", "H", "H", "H", "H", "H", "H", "H", "H", "H", "H", "H", "H", "H", "H", "H", "H", "H", "H", "H", "H", "H", "H", "H", "H", "H", "H"],
  "positions_angstrom": [[4.99776, -1.30246, 1.11892], [5.01268, -0.03500, -0.26589], [6.44244, 1.16889, -0.05505], [5.25602, -0.94507, -1.88868], [3.59259, 0.82834, -0.36604], [3.17222, 1.49435, 0.82816], [1.79178, 1.01000, 1.22960], [0.64031, 1.72082, 0.59299], [0.71134, 2.72616, -0.28036], [-0.53212, 3.30785, -0.83445], [-0.62981, 4.46547, -1.14229], [-1.65382, 2.34948, -0.97532], [-2.59888, 2.44340, -1.99170], [-3.60563, 1.47785, -2.07794], [-3.71581, 0.42739, -1.15207], [-4.82841, -0.59147, -1.31016], [-5.04672, -1.48860, -0.08795], [-4.09677, -2.68518, -0.06986], [-3.66636, -3.15344, 1.32822], [-4.58872, -2.72368, 2.40746], [-2.76688, 0.35636, -0.12562], [-1.74746, 1.30409, -0.05566], [-0.70899, 1.22789, 0.99794], [-0.92178, 0.80161, 2.09998], [5.52661, -2.18444, 0.76156], [4.00530, -1.62588, 1.42407], [5.54245, -0.96324, 1.99687], [7.27992, 0.67680, 0.43645], [6.16031, 2.06381, 0.49211], [6.77946, 1.45747, -1.04778], [6.31792, -0.92682, -2.12564], [4.97553, -1.99117, -1.79613], [4.70240, -0.49806, -2.70884], [3.20538, 2.57082, 0.68008], [3.86917, 1.27804, 1.64222], [1.72471, -0.02930, 0.90442], [1.66708, 0.97985, 2.30861], [1.65182, 3.13108, -0.61814], [-2.55794, 3.24882, -2.70742], [-4.31793, 1.55260, -2.88786], [-5.74906, -0.04624, -1.50178], [-4.56973, -1.19435, -2.17977], [-4.92846, -0.88218, 0.80323], [-6.08384, -1.80772, -0.07215], [-4.51981, -3.49942, -0.65192], [-3.19756, -2.38641, -0.60959], [-3.58940, -4.23743, 1.35915], [-2.66222, -2.79089, 1.53739], [-4.86442, -3.52183, 2.96418], [-4.07498, -2.13781, 3.05465], [-2.80166, -0.42119, 0.61781]],
  "atomic_forces_ev_per_a": [[0.11, 0.17, 0.00], [0.31, -0.08, -0.47], [-0.27, -0.41, -0.10], [-0.08, 0.09, 0.39], [-0.05, 0.15, 0.25], [0.12, -0.38, -0.02], [0.09, 0.01, -0.22], [0.28, 0.14, -0.02], [0.04, -0.36, 0.15], [-0.01, -0.42, 0.11], [0.09, 0.73, -0.44], [-0.49, -0.46, -0.09], [-0.36, -0.47, 0.32], [0.43, 0.13, 0.30], [0.31, 0.24, -0.01], [0.28, 0.15, 0.48], [0.07, 0.21, -0.32], [0.18, 0.29, 0.00], [-0.36, -0.08, 0.38], [0.41, -0.17, 0.09], [-0.10, 0.55, -0.41], [-0.31, -0.08, -0.27], [0.00, 0.31, -0.63], [-0.09, -0.59, 0.79], [0.05, -0.13, -0.07], [-0.14, 0.02, 0.01], [-0.06, 0.10, 0.18], [0.10, 0.06, 0.14], [0.07, 0.10, 0.15], [0.04, 0.19, -0.11], [0.13, 0.03, -0.13], [-0.17, -0.11, -0.06], [-0.03, 0.07, -0.12], [-0.02, 0.15, -0.08], [0.04, -0.01, 0.13], [0.00, -0.19, 0.07], [-0.09, 0.18, 0.16], [0.08, 0.24, 0.03], [0.08, 0.13, -0.04], [-0.12, -0.06, -0.03], [-0.09, 0.05, -0.31], [-0.28, -0.10, -0.23], [0.02, 0.02, 0.23], [-0.11, -0.18, 0.04], [-0.17, -0.16, 0.01], [0.16, -0.10, -0.09], [0.04, -0.15, -0.18], [0.12, 0.15, 0.02], [-0.12, -0.05, -0.09], [-0.15, 0.17, -0.04], [0.00, -0.10, 0.15]],
  "smiles": "C[Si](C)(C)OCCC1=CC(=O)c2ccc(CCCCN)cc2C1=O",
  "gap_ev": 8.708,
  "charge": 0,
  "mol_weight_g_mol": 345.52,
  "homo_energy_ev": -9.303,
  "e_tot_ha": -1310.212637
}

=====

{
  "formula": "C19H28BrO2Sr",
  "method": "the ωB97M-V functional and the def2-TZVPD basis",
  "symbols": ["O", "C", "C", "H", "H", "C", "H", "H", "C", "H", "H", "H", "C", "H", "H", "H", "Sr", "C", "C", "C", "H", "C", "C", "H", "H", "H", "H", "C", "C", "C", "H", "C", "C", "H", "H", "H", "H", "O", "C", "C", "H", "H", "C", "H", "H", "C", "H", "H", "H", "H", "Br"],
  "positions_angstrom": [[0.22960, -2.10582, -0.39536], [0.63922, -2.44728, -1.74334], [2.00409, -2.97969, -1.26140], [0.66900, -1.55427, -2.38911], [-0.04550, -3.20582, -2.09813], [1.54918, -2.43646, 0.12349], [2.88093, -2.48643, -1.68311], [2.09672, -4.06201, -1.25805], [2.39664, -1.22398, 0.45804], [2.40616, -0.47295, -0.34879], [3.44433, -1.52967, 0.60490], [2.04445, -0.74195, 1.36710], [1.33294, -3.49212, 1.20481], [0.69444, -4.24760, 0.72239], [0.82480, -3.03232, 2.07369], [2.31371, -3.91040, 1.49618], [-0.87492, 2.32620, 0.25016], [-3.51348, -0.92774, 1.71692], [-4.02171, 0.19257, 1.01307], [-3.54837, 0.11897, -0.33748], [-4.71090, 0.92753, 1.39254], [-2.77999, -1.06747, -0.44238], [-2.71590, -1.70003, 0.83078], [-2.18771, -2.61929, 1.07029], [-3.70354, -1.14104, 2.76055], [-3.78174, 0.81399, -1.14759], [-2.36654, -1.48173, -1.35071], [-1.68187, 0.85938, 3.53749], [-0.78130, -0.21461, 3.77973], [0.51574, 0.24799, 3.43904], [-1.05600, -1.19455, 4.18756], [0.43440, 1.63730, 3.13739], [-0.93769, 2.03038, 3.23008], [-1.35205, 3.04011, 3.14344], [-2.76318, 0.79876, 3.61666], [1.42251, -0.36201, 3.42378], [1.29323, 2.31471, 2.98003], [0.60209, 1.99342, -1.52381], [1.91654, 1.45081, -2.03732], [2.20753, 2.15697, -3.36330], [1.81222, 0.36864, -2.15858], [2.70416, 1.63006, -1.28615], [1.08204, 3.22235, -3.56432], [2.28044, 1.43514, -4.20128], [3.19074, 2.62950, -3.30254], [-0.04132, 2.82572, -2.60257], [0.71495, 3.21862, -4.59796], [1.44514, 4.24658, -3.38081], [-0.83971, 2.21893, -3.07832], [-0.52127, 3.71599, -2.14683], [-2.92320, 4.21665, 0.13916]],
  "atomic_forces_ev_per_a": [[0.83, 0.49, -0.51], [-0.12, 0.04, 0.82], [-0.61, 0.15, 0.28], [-0.08, -0.37, -0.01], [-0.14, -0.01, -0.61], [0.11, -0.23, -0.60], [0.01, -0.20, 0.04], [0.09, -0.08, -0.29], [0.08, 0.19, 0.57], [-0.20, -0.48, 0.24], [-0.24, -0.04, 0.05], [-0.05, 0.15, 0.07], [0.54, 0.62, -0.21], [0.22, 0.05, 0.54], [0.19, -0.33, -0.41], [-0.47, -0.02, 0.07], [-1.51, -1.74, 2.39], [-0.09, 0.12, -0.90], [0.51, -0.59, -0.40], [0.12, 0.18, 0.56], [0.03, 0.23, 0.14], [0.45, -0.19, 0.52], [-0.82, 0.66, -0.27], [-0.05, 0.21, -0.07], [0.08, -0.03, -0.02], [-0.13, -0.25, 0.17], [0.18, 0.09, -0.15], [0.40, 0.12, 0.76], [-0.01, 0.80, -0.60], [-0.20, 0.08, 0.32], [0.15, 0.35, -0.56], [0.45, 0.17, -0.50], [-0.15, -0.59, -0.48], [0.15, -0.27, 0.05], [0.32, 0.13, 0.08], [-0.22, 0.29, 0.22], [-0.43, -0.39, 0.15], [1.62, 0.44, -2.29], [-1.03, 0.34, 0.29], [0.03, 0.14, -0.25], [-0.21, 0.25, 0.05], [-0.63, 0.12, -0.12], [0.19, -0.24, -0.19], [-0.34, 0.38, 0.47], [-0.15, 0.09, -0.07], [0.31, -0.54, 0.32], [0.07, -0.06, 0.24], [-0.09, -0.48, 0.19], [0.56, 0.21, 0.25], [0.24, -0.51, -0.01], [0.02, 0.55, -0.29]],
  "gap_ev": 4.373,
  "charge": -1,
  "mol_weight_g_mol": 455.95,
  "homo_energy_ev": -2.652,
  "e_tot_ha": -3495.955235
}